C10H16 | ωB97M-V/def2-TZVPD

Each atom is followed by the atoms it is bonded to, with distances in Å.
CARTESIAN COORDINATES (ANGSTROEM)
1 C 1.110 -2.992 0.567  C2 1.547, H9 1.080, H10 1.089, H11 1.100
2 C 0.195 -1.958 -0.131  C1 1.547, C3 1.505, H12 1.091, H13 1.089
3 C 0.747 -0.558 -0.090  C2 1.505, C4 1.396, C8 1.389
4 C 0.501 0.240 1.029  C3 1.396, C5 1.399, H14 1.078
5 C 0.944 1.566 0.973  C4 1.399, C6 1.379, H15 1.083
6 C 1.647 2.059 -0.106  C5 1.379, C7 1.401, H16 1.076
7 C 2.090 1.167 -1.090  C6 1.401, C8 1.387, H17 1.084
8 C 1.690 -0.160 -1.029  C3 1.389, C7 1.387, H18 1.086
9 H 0.855 -3.146 1.605  C1 1.080
10 H 2.151 -2.715 0.410  C1 1.089
11 H 0.951 -4.017 0.199  C1 1.100
12 H 0.165 -2.290 -1.169  C2 1.091
13 H -0.820 -2.073 0.246  C2 1.089
14 H -0.111 -0.104 1.848  C4 1.078
15 H 0.740 2.204 1.824  C5 1.083
16 H 1.739 3.112 -0.313  C6 1.076
17 H 2.832 1.500 -1.807  C7 1.084
18 H 2.078 -0.881 -1.743  C8 1.086
19 C -4.195 0.883 0.306  C20 1.501, H21 1.088, H22 1.092, H23 1.096
20 C -2.976 0.483 -0.472  C19 1.501, H24 1.084, H25 1.098, H26 1.091
21 H -5.047 0.230 0.126  C19 1.088
22 H -4.074 0.890 1.391  C19 1.092
23 H -4.533 1.900 0.071  C19 1.096
24 H -2.160 1.193 -0.393  C20 1.084
25 H -3.082 0.433 -1.564  C20 1.098
26 H -2.604 -0.515 -0.236  C20 1.091

max |F|	1.7	eV/Å
LUMO energy	0.99	eV
Kohn-Sham gap	10.0	eV
SMILES	CCc1ccccc1.CC
E	-10629.08352	eV